2 unconnected molecules or ions with the total composition C7H17INOP, computed with ωB97M-V/def2-TZVPD.

Positions of all 28 atoms, in Å:
C  0.218  -2.026  -0.727
C  1.074  -1.446  1.442
C  1.618  2.561  -0.195
C  0.397  1.779  -2.251
C  -2.915  -0.297  1.673
C  1.151  -0.993  -0.034
C  1.201  1.359  -1.059
N  0.515  0.377  -0.189
O  -1.647  -0.288  1.041
P  -0.823  1.057  0.467
I  -4.669  -4.131  1.390
H  -0.699  -2.007  -0.321
H  0.089  -1.723  -1.769
H  0.755  -3.103  -0.649
H  0.163  -1.869  1.669
H  1.215  -0.536  2.010
H  1.964  -2.047  1.531
H  2.222  2.296  0.575
H  2.266  3.359  -0.740
H  0.785  3.138  -0.015
H  -0.026  1.019  -2.947
H  1.077  2.447  -2.970
H  -0.549  2.302  -1.821
H  -3.035  -1.228  2.007
H  -3.680  0.037  1.089
H  -2.795  0.286  2.572
H  2.078  -1.130  -0.503
H  2.047  0.806  -1.277

highest occupied orbital energy: -5.642 eV
ΔE to the lowest compared entry with this formula, charge and spin: 51.38 kcal per mole

For reference, the Mulliken charges in units of e are: number 1, C, carries -1.39; number 2, C, carries -1.50; number 3, C, carries -1.39; number 4, C, carries -1.08; number 5, C, carries -0.73; number 6, C, carries 0.25; number 7, C, carries -0.20; number 8, N, carries 0.58; number 9, O, carries -0.25; number 10, P, carries 0.16; number 11, I, carries -0.92; number 12, H, carries 0.46; number 13, H, carries 0.35; number 14, H, carries 0.33; number 15, H, carries 0.45; number 16, H, carries 0.34; number 17, H, carries 0.43; number 18, H, carries 0.47; number 19, H, carries 0.34; number 20, H, carries 0.48; number 21, H, carries 0.31; number 22, H, carries 0.33; number 23, H, carries 0.32; number 24, H, carries 0.27; number 25, H, carries 0.34; number 26, H, carries 0.33; number 27, H, carries 0.55; number 28, H, carries 0.35